Entry 1:
The following is a DFT calculation (the ωB97M-V functional and the def2-TZVPD basis) of C36H24Cl2CrN5O3 as an isolated structure in a non-equilibrium geometry.

```
71
Properties=species:S:1:pos:R:3
Cr -0.36 -0.71 0.10
Cl 3.96 -4.81 4.31
C 2.81 -4.19 3.23
C 2.46 -4.91 2.07
C 1.67 -4.37 1.08
C 1.09 -3.06 1.29
O 0.40 -2.59 0.28
C 1.29 -2.41 2.55
C 0.68 -1.19 2.94
N -0.22 -0.55 2.16
C -0.96 0.51 2.71
C -1.16 0.80 4.04
C -1.88 1.96 4.41
C -2.41 2.83 3.46
C -2.09 2.65 2.07
C -2.36 3.64 1.08
C -1.79 3.46 -0.17
C -1.23 2.19 -0.50
N -1.16 1.20 0.39
C -1.47 1.45 1.71
C 2.15 -3.02 3.52
H 3.00 -5.82 1.84
H 1.47 -4.90 0.16
H 1.01 -0.74 3.89
H -0.71 0.18 4.82
H -1.92 2.24 5.45
H -2.98 3.67 3.74
H -2.96 4.54 1.35
H -1.76 4.24 -0.94
H -0.84 1.96 -1.46
H 2.32 -2.49 4.46
C 3.76 1.00 0.25
C 2.51 0.54 0.64
N 1.64 0.07 -0.28
C 1.87 0.15 -1.59
C 3.17 0.58 -2.06
C 4.13 0.93 -1.09
C 3.29 0.75 -3.45
C 2.17 0.79 -4.29
C 0.90 0.41 -3.81
C 0.75 -0.09 -2.54
N -0.34 -0.72 -1.96
C -1.36 -1.43 -2.58
C -1.51 -1.75 -3.93
C -2.76 -2.25 -4.39
C -3.74 -2.60 -3.47
C -3.57 -2.48 -2.07
C -4.48 -2.86 -1.05
C -4.16 -2.65 0.30
C -2.96 -1.99 0.61
N -2.12 -1.58 -0.30
C -2.40 -1.84 -1.60
H 4.37 1.54 1.02
H 2.26 0.60 1.66
H 5.17 1.11 -1.39
H 4.30 0.90 -3.83
H 2.29 1.17 -5.31
H -0.03 0.42 -4.44
H -0.65 -1.62 -4.60
H -2.99 -2.36 -5.43
H -4.71 -2.84 -3.89
H -5.39 -3.38 -1.37
H -4.77 -2.99 1.09
H -2.70 -1.90 1.66
Cl 3.65 5.40 -0.76
C 1.85 5.52 -0.44
C 1.21 4.08 -0.23
O 1.02 3.48 -1.31
O 0.98 3.88 0.98
H 1.48 6.10 -1.28
H 1.83 6.12 0.48
```

Output
* HOMO energy (spin up / spin down): -2.55 / -4.74 eV
* total charge: -1
* energy above the lowest of the compared OMol25 structures with the same formula, charge and spin: 23.6 kcal per mole
* multiplicity: 5
* M: 697.52 g mol⁻¹
* largest force on an atom: 2.55 eV/A

***

Entry 2:
The following is a DFT calculation (the ωB97M-V functional and the def2-TZVPD basis) of C25H42MgN11O5P2S3 as an isolated structure in a non-equilibrium geometry.

```
89
Properties=species:S:1:pos:R:3
Mg 0.55 0.81 0.10
C -0.65 5.10 -0.74
C 0.08 3.77 -0.54
N -0.43 2.63 -0.67
N -1.74 2.55 -1.15
C -2.14 2.82 -2.41
N -3.31 2.32 -2.78
S -1.12 3.66 -3.45
C 1.55 3.78 -0.16
C 2.31 4.90 0.10
C 3.63 4.81 0.56
C 4.20 3.59 0.45
C 3.39 2.51 0.05
N 2.11 2.56 -0.28
H -0.27 5.58 -1.61
H -0.41 5.80 0.07
H -1.74 4.92 -0.82
H -2.28 1.85 -0.68
H -4.02 1.97 -2.14
H -3.61 2.39 -3.72
H 1.76 5.86 0.24
H 4.17 5.67 0.87
H 5.24 3.47 0.71
H 3.80 1.48 0.01
C -0.49 -3.13 -3.93
N -0.62 -1.88 -3.20
C -2.00 -1.38 -3.00
P 0.63 -1.01 -2.62
O 0.18 0.15 -1.78
O 1.60 -1.98 -1.68
P 1.99 -1.90 -0.12
O 1.91 -0.50 0.40
N 0.96 -2.99 0.56
C 1.07 -3.05 2.00
C -0.18 -3.87 0.06
N 3.64 -2.27 -0.05
C 4.04 -3.65 -0.23
C 4.60 -1.39 0.67
N 1.62 -0.78 -3.87
C 3.03 -0.27 -3.63
C 1.09 -0.85 -5.28
H -1.00 -3.06 -4.91
H -0.94 -4.01 -3.43
H 0.58 -3.50 -4.05
H -2.36 -1.21 -4.01
H -1.94 -0.55 -2.33
H -2.59 -2.12 -2.41
H 1.87 -2.32 2.43
H 1.26 -4.09 2.27
H 0.08 -2.79 2.45
H -0.40 -3.74 -1.00
H -1.09 -3.65 0.57
H 0.13 -4.87 0.23
H 4.14 -4.25 0.77
H 4.90 -3.83 -0.84
H 3.25 -4.18 -0.73
H 4.11 -0.57 1.26
H 5.22 -0.90 -0.05
H 5.26 -2.06 1.40
H 3.82 -1.09 -3.53
H 2.99 0.36 -2.76
H 3.32 0.35 -4.51
H 0.02 -0.91 -5.25
H 1.48 -1.77 -5.80
H 1.30 0.14 -5.69
N -5.10 -0.69 6.34
C -4.68 -0.72 5.04
C -5.03 0.32 4.18
C -4.53 0.43 2.89
C -3.68 -0.59 2.44
C -3.39 -1.65 3.27
C -3.85 -1.73 4.55
S -2.83 -0.43 0.92
O -3.54 0.67 0.30
O -2.77 -1.62 0.12
N -1.27 0.01 1.13
C -0.83 0.70 2.23
S -1.25 0.48 3.92
C 0.03 1.61 4.31
C 0.69 1.98 3.20
N 0.24 1.48 2.04
H -5.96 -0.17 6.55
H -5.01 -1.59 6.75
H -5.69 1.09 4.55
H -4.76 1.26 2.24
H -2.67 -2.36 2.86
H -3.55 -2.52 5.27
H 0.26 1.97 5.29
H 1.61 2.63 3.23
```

Output
* HOMO energy: -9.96 eV
* total charge: +1
* M: 759.14 g mol⁻¹
* largest force on an atom: 2.93 eV/A